ORCA calculation (wB97M-V/def2-TZVPD) on a structure of composition C21H17AlN6O6S3.

Last column: Mulliken charge in e.
Element x y z (Å)
Al  0.562  0.980  -1.463  -0.104
O  3.576  1.983  -3.519  -0.636
C  2.648  1.859  -2.772  0.571
O  1.829  0.812  -2.735  -0.475
C  2.193  2.994  -1.786  0.547
O  2.692  4.083  -1.796  -0.637
O  1.177  2.616  -1.022  -0.795
N  -2.990  -0.138  0.350  -0.130
C  -2.915  0.230  1.722  0.326
C  -3.591  -0.510  2.675  -0.683
C  -3.490  -0.161  4.015  -0.596
C  -2.688  0.902  4.397  -0.678
C  -1.987  1.621  3.440  -0.674
C  -2.123  1.306  2.097  0.613
S  -1.318  2.291  0.878  -0.229
N  -1.131  1.113  -0.349  0.093
C  -1.963  0.145  -0.490  0.494
C  -1.750  -0.703  -1.692  1.051
C  -2.659  -1.609  -2.194  -1.081
C  -2.287  -2.359  -3.303  -0.728
C  -1.040  -2.169  -3.867  -0.820
C  -0.198  -1.212  -3.319  -0.365
N  -0.560  -0.499  -2.260  0.670
H  -3.430  -1.031  0.192  0.179
H  -4.195  -1.357  2.371  0.368
H  -4.030  -0.734  4.757  0.389
H  -2.594  1.167  5.441  0.391
H  -1.333  2.434  3.731  0.450
H  -3.636  -1.738  -1.752  0.585
H  -2.971  -3.087  -3.717  0.449
H  -0.714  -2.742  -4.723  0.485
H  0.789  -0.999  -3.712  0.583
N  -2.044  2.141  -3.081  -0.630
N  -0.611  2.169  -3.035  -0.375
H  -2.390  2.901  -3.658  0.303
H  -2.368  2.319  -2.137  0.178
H  -0.252  3.112  -2.906  0.332
H  -0.257  1.815  -3.917  0.316
O  3.612  1.237  -0.099  -0.642
S  2.634  0.821  0.857  0.991
O  2.078  1.774  1.769  -0.627
N  1.387  -0.016  0.081  0.867
C  1.279  -1.276  0.527  1.112
S  0.076  -2.378  0.205  -0.497
C  2.380  -1.643  1.471  -0.372
C  2.629  -2.874  2.058  -0.832
C  3.719  -2.988  2.908  -0.550
C  4.541  -1.895  3.176  -0.562
C  4.291  -0.660  2.594  -0.722
C  3.204  -0.578  1.747  0.379
H  1.979  -3.712  1.844  0.445
H  3.935  -3.941  3.371  0.400
H  5.385  -2.013  3.843  0.395
H  4.921  0.197  2.788  0.480

Relative energy (zero: lowest compared OMol25 entry of this formula, charge and spin) = 0.000 eV
Kohn-Sham gap = 7.39 eV